No. 1
34
Properties=species:S:1:pos:R:3:mulliken_spin:R:1 method="wB97M-V/def2-TZVPD" homo_energy_ev="-5.0 / -5.0" multiplicity=6 charge=-1 total_energy_ha=-4768.36707 mol_weight_g_mol=461.96 relative_energy_kj_mol=0.00 e_lumo_ha="0.0939 / 0.0938"
Mn -7.245 -4.483 -8.539 4.8588
Br -8.087 -2.895 -10.618 0.0456
N -9.627 -2.659 -6.598 0.0025
O -10.583 -3.071 -6.000 0.0027
O -9.617 -1.443 -6.652 0.0016
O -8.783 -3.382 -7.120 0.0020
I -5.291 -6.205 -9.831 0.0347
C -5.988 -1.214 -6.263 0.0004
C -5.914 -1.717 -7.666 0.0076
O -5.767 -3.134 -7.735 0.0016
H -5.160 -1.565 -5.647 0.0000
H -6.901 -1.491 -5.736 0.0004
H -6.013 -0.126 -6.204 0.0006
H -5.095 -1.230 -8.196 0.0020
H -6.803 -1.345 -8.175 -0.0026
H -4.900 -3.380 -7.404 0.0037
C -10.621 -6.713 -10.085 0.0004
C -10.123 -5.874 -8.871 0.0064
O -8.754 -5.995 -8.806 0.0083
H -10.268 -6.250 -11.007 0.0004
H -11.710 -6.749 -10.116 0.0002
H -10.288 -7.743 -9.962 0.0001
H -10.608 -6.238 -7.965 0.0004
H -10.305 -4.812 -9.036 0.0002
H -8.607 -6.929 -8.639 -0.0005
C -8.650 -6.382 -5.428 0.0033
C -7.318 -6.482 -6.137 -0.0013
O -6.864 -5.223 -6.515 0.0143
H -9.391 -6.001 -6.130 -0.0008
H -8.591 -5.650 -4.622 0.0006
H -8.973 -7.335 -5.008 0.0002
H -7.434 -7.132 -7.005 0.0004
H -6.659 -6.979 -5.426 0.0025
H -6.799 -4.766 -5.673 0.0031

No. 2
34
Properties=species:S:1:pos:R:3:lowdin_charge:R:1 method="wB97M-V/def2-TZVPD" homo_energy_ev=-5.9 charge=-1 total_energy_ha=-3850.52459 mol_weight_g_mol=357.95 relative_energy_kj_mol=1034.05 e_lumo_ha=-0.0908
Zn -1.193 -1.856 -1.206 0.7648
Cl -1.221 -5.350 0.739 -0.5881
Cl -5.175 -1.472 -2.169 -0.5895
Cl 0.237 -3.225 -4.634 -0.5789
C -2.468 -0.409 3.755 -0.2892
C -3.736 -1.210 4.156 -0.2441
O -4.512 -0.253 4.823 -0.0699
O -2.696 0.370 2.668 -0.0515
H -1.699 -1.151 3.539 0.1183
H -2.185 0.271 4.559 0.1191
H -3.453 -2.093 4.730 0.1140
H -4.284 -1.491 3.257 0.1261
H -5.361 -0.680 4.692 0.0831
H -3.128 1.177 2.956 0.0938
C 0.344 2.860 -3.996 -0.2692
C -0.651 3.856 -4.662 -0.2478
O -0.915 4.970 -3.834 -0.0780
O -0.336 2.210 -3.003 -0.0445
H 1.287 3.261 -3.626 0.1211
H 0.593 2.299 -4.897 0.1182
H -1.568 3.466 -5.102 0.1256
H -0.097 4.320 -5.479 0.1048
H -1.136 5.610 -4.513 0.0769
H -0.444 2.909 -2.355 0.0898
C 4.264 -1.398 0.252 -0.2167
C 5.080 -2.070 1.407 -0.2348
O 4.492 -3.301 1.838 -0.0677
O 2.846 -1.388 0.550 -0.0803
H 4.452 -1.852 -0.721 0.1159
H 4.543 -0.349 0.161 0.1061
H 5.171 -1.344 2.215 0.0987
H 6.168 -2.126 1.358 0.1046
H 3.905 -3.788 1.255 0.0923
H 2.876 -0.773 1.286 0.0771

No. 3
34
Properties=species:S:1:pos:R:3:lowdin_charge:R:1 method="wB97M-V/def2-TZVPD" homo_energy_ev=-13.8 charge=+1 total_energy_ha=-1038.35881 mol_weight_g_mol=421.69 relative_energy_kj_mol=61.03 e_lumo_ha=-0.1096
Hf 0.240 -0.156 -0.223 2.0894
F 0.410 -2.250 -1.137 -0.4967
F 0.332 0.774 1.837 -0.4977
F 0.617 0.387 -2.406 -0.5104
C 2.642 -1.992 1.089 -0.1617
C 3.440 -0.804 0.602 -0.1655
O 2.697 0.053 -0.284 -0.1321
O 1.278 -1.615 1.397 -0.1774
H 3.160 -2.341 1.983 0.1422
H 2.591 -2.812 0.374 0.1314
H 4.257 -1.312 0.079 0.1386
H 3.921 -0.141 1.320 0.1369
H 3.244 0.694 -0.748 0.1264
H 0.977 -2.104 2.165 0.1185
C -2.913 -1.649 -0.721 -0.1829
C -2.738 -1.351 0.763 -0.1864
O -1.340 -1.468 1.034 -0.1468
O -2.016 -0.841 -1.508 -0.1278
H -3.907 -1.316 -1.025 0.1361
H -2.767 -2.726 -0.796 0.1370
H -3.259 -2.130 1.324 0.1400
H -3.280 -0.448 1.059 0.1327
H -1.284 -1.811 1.931 0.1246
H -2.370 -0.939 -2.398 0.1269
C 0.171 3.294 -0.263 -0.1815
C -1.046 2.895 -1.062 -0.1860
O -1.502 1.646 -0.499 -0.1357
O 1.083 2.180 -0.282 -0.1782
H -0.228 3.303 0.757 0.1315
H 0.605 4.237 -0.586 0.1451
H -0.737 2.896 -2.108 0.1371
H -1.775 3.676 -0.844 0.1407
H -2.389 1.571 -0.869 0.1140
H 1.886 2.600 0.045 0.1177

No. 4
49
Properties=species:S:1:pos:R:3:lowdin_charge:R:1 method="wB97M-V/def2-TZVPD" homo_energy_ev=-9.8 charge=0 total_energy_ha=-2655.86546 mol_weight_g_mol=513.39 e_lumo_ha=0.0009
O 3.056 -1.221 3.160 0.1028
N 2.198 -0.588 2.723 0.0328
O 2.760 0.510 1.960 -0.0668
C 1.994 0.790 0.811 -0.2534
O 1.490 -0.430 0.258 -0.2679
S 0.001 -0.355 -0.340 1.0167
O 0.011 -1.369 -1.353 -0.3379
O -0.927 -1.174 0.947 -0.3977
S -1.549 -0.266 2.049 0.6167
O -0.620 0.699 2.538 -0.2422
O -2.246 -1.095 2.976 -0.2232
C -2.904 0.677 1.166 -0.6731
F -4.075 0.128 1.449 0.1404
F -2.750 0.719 -0.149 0.1390
F -2.894 1.905 1.649 0.1626
H 2.696 1.244 0.104 0.1386
H 1.189 1.499 1.025 0.1073
C -0.058 3.306 -1.723 -0.6553
O -0.438 2.408 -0.980 -0.0247
N 1.196 3.363 -2.242 0.1720
N -0.891 4.325 -2.087 0.1560
H 1.498 4.100 -2.849 0.0986
H 1.834 2.607 -2.048 0.0745
H -1.824 4.312 -1.720 0.1044
H -0.612 5.074 -2.692 0.0934
C -7.918 -1.383 1.002 -0.6875
O -8.979 -1.977 1.015 0.0255
N -7.293 -1.020 -0.163 0.1459
N -7.255 -1.025 2.143 0.1527
H -6.417 -0.534 -0.188 0.0801
H -7.746 -1.266 -1.022 0.0997
H -7.676 -1.274 3.018 0.1031
H -6.380 -0.538 2.143 0.0734
C 1.681 0.503 -3.962 -0.6724
O 2.525 0.768 -3.116 0.0035
N 1.358 1.383 -4.961 0.1506
N 0.989 -0.665 -3.980 0.1654
H 0.671 1.189 -5.664 0.0928
H 1.851 2.255 -4.984 0.0930
H 1.182 -1.340 -3.262 0.0859
H 0.276 -0.864 -4.655 0.1015
C 5.958 -3.199 2.388 -0.6847
O 5.076 -3.337 1.563 0.0272
N 7.032 -4.049 2.460 0.1412
N 5.956 -2.190 3.311 0.1517
H 7.769 -3.953 3.132 0.0866
H 7.066 -4.801 1.798 0.0989
H 5.184 -1.549 3.289 0.0615
H 6.678 -2.069 3.994 0.0910